{"formula": "C2H4N2O", "method": "ωB97M-V with the def2-TZVPD basis set", "elements": ["H", "N", "C", "N", "C", "O", "H", "H", "H"], "coordinates": [[0.930864, -1.434480, 0.187545], [1.767525, -0.758427, 0.032488], [1.199580, 0.450196, -0.116558], [-0.152471, 0.933619, 0.075186], [-1.335926, 0.231024, -0.003745], [-1.311674, -1.018571, -0.022615], [1.817785, 1.469345, -0.091093], [-0.441459, 1.834213, 0.194578], [-2.301098, 0.965828, -0.142011]], "forces_ev_per_angstrom": [[1.7, 1.2, -0.4], [-4.4, 3.2, -0.6], [2.1, 0.1, 2.3], [-0.6, -3.7, -0.7], [0.1, -2.9, -0.6], [-1.1, 3.3, 0.0], [-0.7, -2.7, -0.6], [0.8, 3.5, 0.1], [2.0, -1.9, 0.5]], "mulliken_charge": [0.3229, -0.5768, 0.0728, -0.1445, 0.2342, -0.5546, 0.2468, 0.1921, 0.2071], "e_homo_ev": -10.3, "multiplicity": 1, "lumo_ha": 0.0192, "gap_ev": 10.7756}



{"formula": "C2H4N2O", "method": "ωB97M-V with the def2-TZVPD basis set", "elements": ["O", "N", "N", "C", "C", "H", "H", "H", "H"], "coordinates": [[-0.217164, 1.115103, 3.249592], [0.015699, 1.512857, 2.089811], [0.163359, 0.765443, 1.082958], [0.148255, 0.699101, -0.317755], [-0.299174, -0.507951, 0.464178], [1.089701, 0.436980, -0.772011], [-0.378864, 1.477663, -0.846631], [-1.397754, -0.831845, 0.632645], [0.306533, -1.419251, 0.664324]], "forces_ev_per_angstrom": [[0.1, -0.8, -2.8], [0.2, 3.1, 2.4], [-0.2, -4.0, 0.2], [0.8, 0.2, -0.3], [-2.4, -0.9, 2.1], [0.6, 0.6, -0.1], [-0.8, -0.5, -0.3], [1.7, 1.3, -0.4], [0.1, 1.0, -0.7]], "mulliken_charge": [-0.4222, -0.3719, 0.4833, -0.1436, -0.4514, 0.1919, 0.2939, 0.1884, 0.2316], "e_homo_ev": -8.8, "multiplicity": 1, "lumo_ha": 0.0274, "gap_ev": 9.5381}